Entry 1:
ORCA calculation (ωB97M-V with the def2-TZVPD basis set) on a cluster of 8 separate species, C16H48O8 in total at a distorted geometry.

The geometry in XYZ format:
```
72
Properties=species:S:1:pos:R:3:forces:R:3
C -5.2362 -18.0233 22.5957 -0.330 0.083 -0.245
C -5.9105 -18.1863 21.2436 -0.134 -0.010 -0.605
O -6.0809 -16.9158 20.5729 0.273 0.371 0.611
H -5.8697 -17.3920 23.2187 0.226 0.235 0.060
H -4.2180 -17.6413 22.5217 -0.128 0.211 -0.052
H -5.1740 -18.9828 23.1092 -0.049 -0.141 -0.192
H -6.9038 -18.6163 21.3719 0.011 -0.193 0.080
H -5.3336 -18.8114 20.5620 0.090 -0.300 0.193
H -6.6178 -16.9852 19.7801 -0.097 -0.355 0.082
C -3.4594 -13.2560 22.0420 0.173 -0.132 0.113
C -4.4698 -14.3215 21.7152 -0.859 -0.088 -1.768
O -4.1294 -15.0279 20.4839 0.743 0.737 1.205
H -2.5952 -13.7906 22.4361 0.259 0.551 0.206
H -3.8826 -12.5415 22.7481 0.110 -0.335 0.533
H -3.1463 -12.5965 21.2325 -0.095 -0.472 -0.500
H -5.4508 -13.9050 21.4869 -0.206 0.308 0.424
H -4.5939 -15.0304 22.5339 0.172 -0.041 0.074
H -4.7835 -15.7213 20.3709 -0.374 -0.469 -0.003
C -0.0073 -13.8185 18.2130 -0.385 0.453 0.938
C -1.0071 -14.1534 19.3491 -0.151 0.102 -1.295
O -2.2838 -14.2269 18.7466 0.383 0.112 -0.734
H -0.1080 -14.4231 17.3116 -0.001 -0.566 0.421
H 0.9888 -13.8778 18.6516 0.206 0.014 -0.397
H -0.1847 -12.8115 17.8354 0.054 0.210 0.303
H -1.0349 -13.3943 20.1308 0.417 0.272 0.025
H -0.7234 -15.0893 19.8305 -0.007 -0.281 0.027
H -2.9663 -14.4298 19.3905 -0.281 -0.271 0.475
C -1.9806 -18.2523 20.7738 1.052 -0.118 -0.171
C -0.9447 -18.2634 19.6486 -0.770 0.332 -0.125
O 0.3304 -18.7065 20.0585 0.123 -0.197 0.448
H -2.9262 -17.8653 20.3942 -0.005 -0.138 0.025
H -1.6252 -17.5833 21.5575 -0.103 -0.035 0.164
H -2.0792 -19.2625 21.1710 -0.239 0.051 0.110
H -0.8517 -17.2430 19.2768 -0.142 0.114 -0.317
H -1.2977 -18.9171 18.8511 -0.201 0.072 -0.244
H 0.8471 -18.7468 19.2504 0.265 -0.072 0.110
C -2.0776 -9.0071 22.4027 0.245 0.064 0.967
C -1.4790 -8.6456 23.8074 0.388 0.280 -1.288
O -0.6893 -9.6954 24.2838 0.366 -1.387 0.254
H -2.7824 -8.2321 22.1015 -0.213 -0.189 0.069
H -2.5265 -10.0003 22.4140 -0.475 0.146 0.345
H -1.3650 -9.1039 21.5836 0.557 0.370 0.377
H -2.1996 -8.3994 24.5872 -0.601 0.162 -0.459
H -0.7773 -7.8171 23.7111 -0.409 0.658 -0.284
H -0.4903 -9.5105 25.2046 0.124 -0.124 0.008
C -7.2866 -13.6643 24.0172 0.679 1.156 -0.267
C -6.7547 -12.1930 24.1699 -0.889 -1.814 2.187
O -7.8244 -11.3951 24.6130 -0.942 1.508 -0.994
H -6.4019 -14.3006 23.9922 -0.330 -0.444 -0.405
H -7.9717 -13.7482 23.1736 0.502 -0.140 -0.415
H -7.9219 -13.9661 24.8499 0.344 0.269 0.442
H -6.2181 -11.7790 23.3162 -0.525 0.048 -0.115
H -6.1050 -12.1621 25.0445 0.980 -0.429 -0.375
H -8.1130 -11.6742 25.4850 0.189 -0.157 -0.081
C -2.5284 -16.8260 16.2528 -0.737 0.386 0.882
C -3.6041 -16.9010 17.3985 1.132 0.930 -1.429
O -4.4426 -17.9531 17.0530 -1.145 -1.328 -0.198
H -2.1290 -17.8287 16.1006 0.483 0.164 0.276
H -1.8153 -16.0340 16.4816 0.428 -0.449 0.253
H -2.9144 -16.5332 15.2764 -0.670 -0.028 0.161
H -4.1626 -15.9663 17.4486 0.118 0.198 0.071
H -3.1527 -17.0837 18.3736 0.259 0.126 -0.039
H -5.3558 -17.7662 17.2827 0.108 0.047 0.028
C -5.8300 -12.2996 18.6681 -0.152 -0.822 0.554
C -5.8734 -11.1629 19.7132 -0.112 -0.510 -1.050
O -7.1413 -10.5538 19.6116 -0.681 0.397 -0.258
H -4.8740 -12.8227 18.6418 0.220 0.225 0.065
H -6.1211 -12.0919 17.6385 0.276 0.965 0.099
H -6.5613 -13.0709 18.9099 -0.124 -0.071 0.513
H -5.0891 -10.4412 19.4847 0.096 0.174 0.067
H -5.7208 -11.5195 20.7318 0.203 -0.336 -0.031
H -7.5301 -10.3264 20.4594 0.310 -0.057 0.090
```
Positions in Å, forces in eV/Å.

Summary:
* HOMO: -9.51 eV
* charge: 0
* ΔE to the lowest compared entry with this formula, charge and spin: 298.9 kJ/mol
* max |F|: 2.978 eV Å⁻¹
* SMILES: CCO.CCO.CCO.CCO.CCO.CCO.CCO.CCO

=====

Entry 2:
ORCA calculation (ωB97M-V with the def2-TZVPD basis set) on a cluster of 8 separate species, C16H48O8 in total.

The geometry in XYZ format:
```
72
Properties=species:S:1:pos:R:3:forces:R:3
C 7.5130 -0.6576 2.6763 -0.101 0.139 -0.160
C 6.4639 -1.4831 3.4030 0.168 0.004 -0.077
O 6.8034 -2.8809 3.5230 0.066 0.711 -0.012
H 7.1442 0.3692 2.5926 0.083 -0.044 0.085
H 7.7029 -1.0007 1.6571 -0.055 -0.152 0.080
H 8.4623 -0.6386 3.2124 -0.017 -0.052 0.049
H 5.4889 -1.3787 2.9185 0.025 -0.094 -0.015
H 6.3717 -1.0872 4.4184 -0.117 -0.172 0.011
H 7.3315 -3.1641 2.7480 0.023 -0.138 0.017
C 10.7315 -3.0576 4.2134 0.676 0.301 -0.058
C 9.7247 -3.5200 5.2473 -0.067 0.116 -0.740
O 8.7464 -2.5204 5.4826 0.086 0.102 0.212
H 11.1356 -2.0710 4.4602 -0.133 -0.041 0.117
H 10.3038 -2.9888 3.2116 -0.121 -0.040 0.088
H 11.5977 -3.7298 4.1548 -0.180 -0.059 0.042
H 10.2032 -3.7249 6.2009 0.008 -0.129 0.065
H 9.2537 -4.4265 4.8448 -0.069 -0.093 0.414
H 8.0910 -2.5537 4.7674 -0.151 -0.286 -0.006
C 14.5454 -1.8952 4.2927 0.320 0.908 0.254
C 15.4154 -3.1174 4.1346 -0.319 -0.315 -0.173
O 16.6668 -2.8222 3.5356 0.062 0.030 -0.031
H 13.6218 -2.0810 4.8380 -0.092 -0.206 -0.150
H 14.3383 -1.4000 3.3417 -0.176 -0.286 -0.089
H 15.0731 -1.1270 4.8808 0.003 -0.253 0.040
H 14.9377 -3.8351 3.4574 0.025 0.041 0.065
H 15.5340 -3.6258 5.0979 0.159 0.113 0.030
H 16.9798 -1.9788 3.8767 0.020 -0.039 0.072
C 4.0355 -2.6497 6.3228 -0.206 0.257 -0.414
C 4.8266 -3.8702 5.8967 0.196 0.032 0.331
O 4.5648 -4.2202 4.5561 -0.194 -0.175 -0.221
H 4.2612 -1.8235 5.6379 0.087 0.020 0.200
H 4.2599 -2.3434 7.3446 0.013 -0.027 0.018
H 2.9620 -2.8213 6.2215 0.025 -0.128 0.123
H 4.5691 -4.7273 6.5244 -0.009 0.004 -0.020
H 5.8974 -3.6768 6.0400 -0.021 -0.060 0.004
H 5.2656 -3.8396 4.0100 0.088 0.017 0.048
C 12.2391 -4.1515 0.9933 0.093 0.205 0.173
C 11.5467 -5.4996 1.0069 -0.162 0.133 0.246
O 10.5658 -5.6063 2.0716 0.428 -0.129 -0.565
H 11.5395 -3.3370 0.7959 -0.038 -0.087 -0.063
H 13.0236 -4.1338 0.2339 -0.091 -0.014 -0.050
H 12.7170 -3.9262 1.9512 -0.024 -0.154 -0.026
H 12.2822 -6.3024 1.0907 -0.096 -0.061 0.065
H 10.9944 -5.6518 0.0801 -0.019 -0.044 0.016
H 11.0128 -5.8959 2.8708 -0.052 0.091 0.096
C 12.6753 -5.2574 6.9953 0.188 -0.155 -0.367
C 14.0067 -5.7796 6.4804 -0.015 0.044 0.097
O 15.0408 -5.2298 7.2994 -0.137 -0.061 -0.020
H 12.5654 -5.4941 8.0507 0.014 0.185 0.080
H 11.8340 -5.7135 6.4676 0.093 -0.031 -0.079
H 12.6325 -4.1820 6.8191 -0.076 0.035 0.286
H 14.1657 -5.4600 5.4443 -0.074 -0.078 -0.057
H 14.0401 -6.8738 6.5016 -0.042 0.034 0.061
H 15.8197 -5.7881 7.2354 0.036 0.028 -0.044
C 7.8538 0.2413 7.9350 -0.490 0.068 -0.280
C 7.3013 -1.1580 8.1820 0.565 0.132 0.264
O 8.3528 -2.1159 8.2335 -0.194 -0.040 -0.097
H 7.0617 0.9993 7.9546 -0.032 -0.143 0.040
H 8.2929 0.2768 6.9342 0.231 0.051 0.164
H 8.5807 0.5146 8.6954 0.192 -0.082 -0.056
H 6.5894 -1.4203 7.3945 -0.156 -0.029 0.088
H 6.8132 -1.2025 9.1581 -0.181 0.000 -0.127
H 8.5408 -2.3547 7.3118 0.017 0.074 0.028
C 6.6065 -3.5735 0.0793 0.186 0.116 0.203
C 7.8251 -4.4067 0.3997 0.105 -0.409 0.026
O 8.4123 -3.9358 1.6162 -0.035 0.001 -0.405
H 5.8364 -3.7532 0.8310 -0.101 -0.012 -0.115
H 6.2277 -3.8158 -0.9108 -0.115 -0.041 0.006
H 6.8527 -2.5101 0.1068 0.033 -0.027 -0.105
H 8.5712 -4.3881 -0.4051 -0.089 0.242 0.014
H 7.5372 -5.4601 0.5172 -0.027 0.105 0.025
H 9.1690 -4.5157 1.8180 -0.036 0.040 0.277
```
Positions in Å, forces in eV/Å.

Summary:
* HOMO: -9.45 eV
* charge: 0
* ΔE to the lowest compared entry with this formula, charge and spin: 118.7 kJ/mol
* max |F|: 0.996 eV Å⁻¹
* SMILES: CCO.CCO.CCO.CCO.CCO.CCO.CCO.CCO

=====

Entry 3:
ORCA calculation (ωB97M-V with the def2-TZVPD basis set) on a cluster of 7 separate species, C16H49N11O7 in total at a distorted geometry.

The geometry in XYZ format:
```
83
Properties=species:S:1:pos:R:3:forces:R:3
C 4.5940 -0.1067 -0.0317 1.779 0.683 -1.269
O 3.9141 0.7076 -0.9902 -0.235 -0.555 -0.761
C 4.6757 1.8390 -1.3842 -0.152 0.586 -0.057
C 4.3016 3.0295 -0.4870 -0.238 -0.050 -0.178
C 2.8869 3.5380 -0.7614 -0.497 0.253 0.065
N 5.2090 4.2028 -0.6515 -0.176 -1.628 0.116
H 5.4593 -0.5590 -0.5282 0.175 0.109 0.133
H 4.0014 -0.9092 0.3721 0.025 0.072 -0.375
H 4.9055 0.5976 0.7422 0.534 -0.696 0.365
H 5.7455 1.6215 -1.3605 0.062 0.072 0.189
H 4.4280 2.1137 -2.4131 -0.110 -0.359 -0.127
H 4.3155 2.5802 0.5091 0.290 0.669 0.312
H 2.8020 3.9880 -1.7578 0.164 -0.366 -0.206
H 2.6786 4.3898 -0.1084 -0.029 -0.198 0.286
H 2.0691 2.8249 -0.6423 0.178 -0.161 0.029
H 4.7608 4.6800 -1.4231 0.425 0.700 0.118
H 5.1317 4.7530 0.1935 0.000 0.333 -0.194
C -5.1684 -2.2668 -1.0162 -1.668 -0.574 0.432
O -4.5256 -1.0625 -0.7127 0.727 0.041 -0.406
C -4.1682 -0.9540 0.6566 -0.106 -0.050 -0.211
C -4.1824 0.5165 1.0369 -1.292 0.433 0.111
C -3.1617 1.3523 0.2753 0.242 -0.693 0.016
N -4.0668 0.6504 2.4909 0.562 -0.114 -0.475
H -6.1292 -2.3212 -0.4744 0.166 0.050 0.433
H -4.6364 -3.1861 -0.7600 0.450 0.217 -0.122
H -5.5468 -2.3315 -2.0353 0.879 0.396 -0.332
H -4.9219 -1.5391 1.1971 0.067 0.272 0.490
H -3.1796 -1.3643 0.8990 0.050 -0.235 -0.321
H -5.1915 0.8628 0.7702 0.078 0.059 -0.373
H -2.1949 0.8417 0.2723 0.020 0.042 0.074
H -2.9815 2.3435 0.6911 -0.318 0.040 0.051
H -3.4827 1.4267 -0.7625 0.060 0.191 0.004
H -4.3451 1.5826 2.7625 -0.184 -0.131 0.247
H -4.6141 -0.0654 2.9501 -0.190 0.277 0.201
C 2.3140 0.2156 1.0641 -1.037 1.673 0.742
O 1.5195 0.7807 2.1068 -0.238 -0.770 0.386
C 0.4061 -0.0080 2.4534 -0.844 0.317 -0.197
C -0.3947 0.6718 3.5340 -0.855 2.208 2.308
C 0.3796 0.9328 4.8495 0.336 -0.866 -1.233
N -1.6394 -0.0199 3.9144 -0.283 -0.555 -1.384
H 2.5213 -0.8491 1.1219 -0.486 0.020 0.734
H 3.2017 0.8176 1.1663 -0.140 -0.230 0.074
H 1.8772 0.4397 0.0859 0.164 -0.189 1.191
H -0.2522 -0.0665 1.5745 -0.006 -0.502 -0.048
H 0.6735 -1.0106 2.8079 0.174 -0.056 -0.179
H -0.7379 1.6766 3.2408 0.618 0.021 -0.810
H -0.2067 1.5183 5.5535 -0.128 -0.146 0.045
H 1.3147 1.4555 4.6504 0.057 -0.108 0.071
H 0.5694 -0.0845 5.2026 0.253 0.249 0.646
H -2.3221 0.2378 3.1836 0.270 -0.710 0.248
H -2.1036 0.4244 4.7001 0.658 0.085 0.375
N -1.3264 -0.7535 -1.7478 -0.674 0.173 0.164
C -0.0138 -0.8701 -1.4558 -0.447 -0.077 -0.108
N 0.6829 0.2837 -1.5815 -0.159 -0.032 -0.426
O 0.5008 -1.9514 -1.1198 0.198 -0.036 -0.131
H -1.7620 0.1448 -1.8826 0.358 0.129 -0.117
H -1.9779 -1.5274 -1.7737 0.394 -0.365 -0.044
H 1.6675 0.2923 -1.3893 0.030 -0.078 -0.399
H 0.1611 1.1483 -1.6130 0.098 0.122 -0.220
N 3.1115 -4.0407 -0.5402 0.214 0.373 0.219
C 2.7814 -4.1752 0.7867 -1.004 -1.187 0.576
N 1.8295 -3.2722 1.1770 0.558 0.420 -0.976
O 3.1828 -5.0798 1.5034 0.499 0.330 -0.186
H 3.6179 -4.7842 -0.9808 0.018 0.006 0.022
H 2.6257 -3.3514 -1.0908 0.071 -0.144 -0.219
H 1.4157 -2.8030 0.3854 -0.642 0.548 0.460
H 1.3847 -3.2773 2.0728 0.117 -0.300 0.076
N -2.9297 -5.5105 -2.3499 -0.417 0.229 -0.571
C -2.3179 -4.3046 -2.1848 0.743 1.347 0.564
N -1.2505 -4.3394 -1.3486 -0.009 -0.767 0.316
O -2.6740 -3.2471 -2.7067 -0.384 -0.720 -0.171
H -2.7032 -6.2781 -1.7500 -0.154 -0.147 -0.017
H -3.7998 -5.4905 -2.8521 0.023 -0.197 0.083
H -0.6924 -3.5272 -1.1091 -0.030 0.176 -0.333
H -1.0336 -5.2209 -0.9217 0.322 0.107 0.166
N -0.0914 3.3673 -3.7397 0.322 0.630 -0.789
C -0.9622 3.4759 -2.7045 0.285 -1.152 0.567
N -1.3783 4.7359 -2.4093 -0.139 0.270 -0.057
O -1.2407 2.4766 -2.0411 -0.475 0.601 -0.006
H -0.0180 2.4873 -4.2198 0.023 -0.140 0.278
H 0.1348 4.1832 -4.2835 -0.019 -0.087 -0.072
H -1.3044 5.4481 -3.1135 -0.043 0.038 0.018
H -2.1222 4.8519 -1.7438 0.074 -0.194 0.100
```
Positions in Å, forces in eV/Å.

Summary:
* HOMO: -8.52 eV
* charge: 0
* ΔE to the lowest compared entry with this formula, charge and spin: 182.3 kJ/mol
* max |F|: 3.306 eV Å⁻¹
* SMILES: COC[C@H](C)N.COC[C@H](C)N.COC[C@H](C)N.NC(N)=O.NC(N)=O.NC(N)=O.NC(N)=O

=====

- Which formula does entry 2 have?
  C16H48O8

=====

- Which formula does entry 1 have?
  C16H48O8

=====

- What is the formula in the first record?
  C16H48O8